Below is 6 unconnected molecules or ions with the total composition C36H83ClN3O19P3S at a distorted geometry, with properties calculated with the ωB97M-V functional and the def2-TZVPD basis.

Cartesian coordinates (Å):
C1 -2.425284 -6.882922 0.599779
C2 -0.934607 -6.830725 -0.154772
O1 -0.072482 -6.018186 0.717983
C3 0.925229 -5.245375 -0.058332
O2 1.358802 -5.594242 -1.292887
C4 1.543010 -3.902252 0.722940
C5 2.093307 -2.783726 -0.341618
C6 2.095166 -1.227828 0.273722
N1 2.243116 -0.303726 -0.910340
C7 3.688884 -0.422893 -1.338198
P1 3.897606 -1.140860 -3.137620
O3 5.310680 -1.913801 -3.137121
O4 4.058354 0.180498 -4.263091
O5 2.675825 -2.312602 -3.544095
C8 1.881219 1.151370 -0.548365
P2 2.587862 1.651759 1.147314
O6 2.606576 3.243798 1.405436
C9 0.249420 1.457492 -0.740815
C10 -0.484507 2.027068 0.606143
C11 -0.781768 0.927133 1.778942
C12 -2.298656 1.305127 2.376752
C13 -2.388044 2.831169 2.979494
S1 -1.520211 3.086672 4.619348
O7 -0.161676 3.867199 4.446673
O8 -1.361283 1.812581 5.484666
O9 -2.535910 4.162747 5.532361
O10 -0.310509 0.222536 -1.296198
C14 -1.675688 0.349472 -1.790781
C15 -1.584629 0.374651 -3.463994
C16 -0.656383 -0.842305 -4.061516
C17 0.605425 -0.279974 -4.944918
Cl1 -1.731129 -1.823605 -5.268399
N2 -2.617677 -0.785037 -1.489807
C18 -2.147592 -1.743034 -0.439565
C19 -2.942450 -1.906321 1.023688
O11 -1.106319 -2.610564 -0.582542
C20 -4.057105 -0.360529 -1.346126
C21 -5.193340 -1.179595 -2.260225
O12 -4.542972 0.591629 -0.546271
P3 0.207477 2.960828 -1.983704
N3 1.186066 4.089725 -1.278717
O13 -1.355305 3.714299 -2.106794
O14 0.966319 2.590195 -3.518032
H1 -3.167697 -6.076695 0.187752
H2 -2.936028 -7.934050 0.410366
H3 -2.328552 -6.779867 1.781485
H4 -1.128936 -6.383129 -1.218392
H5 -0.580864 -7.964164 -0.210675
H6 0.605991 -3.423150 1.273244
H7 2.373744 -4.226833 1.491072
H8 1.404725 -2.790243 -1.309032
H9 3.171550 -3.110614 -0.714623
H10 2.975010 -1.205748 1.044484
H11 1.091209 -1.132356 0.865870
H12 4.289960 0.586127 -1.349595
H13 4.333647 -1.162466 -0.658145
H14 3.758415 -0.084832 -5.191954
H15 2.962165 -2.663406 -4.456001
H16 2.484287 1.796445 -1.352878
H17 2.052841 0.910616 2.277755
H18 4.012742 1.288041 1.108894
H19 -1.554285 2.425507 0.253307
H20 0.036084 2.991528 1.075394
H21 -0.070836 1.025225 2.733102
H22 -0.787170 -0.190452 1.436294
H23 -3.129646 1.211015 1.558156
H24 -2.512238 0.573434 3.283323
H25 -2.025146 3.672306 2.251113
H26 -3.544989 3.043716 3.173536
H27 -3.346415 4.413425 4.992983
H28 -2.235329 1.342310 -1.507150
H29 -2.699892 0.132184 -3.814505
H30 -1.343450 1.437343 -3.889408
H31 -0.341491 -1.639995 -3.232168
H32 1.456865 0.000826 -4.181811
H33 0.257810 0.754044 -5.428747
H34 1.025120 -1.038309 -5.734130
H35 -3.547247 -0.953547 1.327030
H36 -3.700425 -2.814039 0.869923
H37 -2.152914 -2.268067 1.807626
H38 -5.860925 -0.429881 -2.895060
H39 -4.695341 -2.012922 -2.922254
H40 -5.920886 -1.712555 -1.484196
H41 0.617936 4.952257 -1.092600
H42 -1.260135 4.702375 -2.291024
H43 1.792361 2.034606 -3.405873
C22 -5.833875 -7.523812 -2.665131
C23 -6.049411 -7.365198 -1.168519
C24 -5.706547 -8.643772 -0.420713
O15 -7.410926 -7.023861 -0.920987
H44 -6.476298 -8.312673 -3.072239
H45 -6.096370 -6.599936 -3.191745
H46 -4.791795 -7.771223 -2.889855
H47 -5.431809 -6.542152 -0.792859
H48 -6.344430 -9.472349 -0.748091
H49 -5.878179 -8.518805 0.653903
H50 -4.660638 -8.924802 -0.578014
H51 -7.966809 -7.749119 -1.251294
C25 -6.397916 -3.786132 3.870503
C26 -5.087690 -3.015514 3.900733
C27 -4.946119 -2.213325 5.184465
O16 -5.033359 -2.132267 2.783401
H52 -7.254700 -3.104519 3.916018
H53 -6.491791 -4.349008 2.935553
H54 -6.463558 -4.486240 4.709062
H55 -4.248155 -3.713048 3.808073
H56 -5.751294 -1.475889 5.276619
H57 -4.004188 -1.654188 5.186877
H58 -4.968136 -2.866202 6.062482
H59 -5.775213 -1.509129 2.857286
C28 8.671424 0.389299 -2.704786
C29 8.325095 0.456242 -1.225923
C30 9.209908 -0.470121 -0.407099
O17 6.960064 0.088967 -1.043425
H60 8.521632 -0.622857 -3.097021
H61 8.018501 1.051736 -3.283268
H62 9.711316 0.681626 -2.880324
H63 8.438235 1.485195 -0.867574
H64 9.079226 -1.512739 -0.717714
H65 8.941127 -0.420718 0.653651
H66 10.265969 -0.203588 -0.513615
H67 6.850186 -0.823456 -1.358894
C31 4.972033 6.176031 1.237333
C32 5.147971 6.841692 -0.118175
C33 3.963526 7.733160 -0.455650
O18 5.286009 5.839464 -1.122162
H68 4.080691 5.538745 1.248329
H69 5.826123 5.527918 1.461504
H70 4.878825 6.920803 2.033743
H71 6.068194 7.435952 -0.119775
H72 3.036427 7.151193 -0.504790
H73 4.098221 8.195952 -1.439293
H74 3.840045 8.524711 0.289903
H75 4.473365 5.306843 -1.128032
C34 1.250600 6.959759 1.430896
C35 -0.022468 7.555812 2.010104
C36 0.267663 8.379614 3.254568
O19 -0.928340 6.505801 2.339312
H76 1.732523 6.289251 2.151253
H77 1.025051 6.359390 0.542945
H78 1.962243 7.743197 1.152629
H79 -0.509880 8.185057 1.257483
H80 0.714637 7.759551 4.039647
H81 -0.659186 8.792218 3.667583
H82 0.949767 9.205706 3.031064
H83 -0.503955 5.941901 3.007161

Forces on atoms 1 to 2 (eV/Å):
C -0.03 -0.55 0.26
C -2.40 -1.37 0.38

Values from the calculation:
E = -133261.8593 eV
structure (SMILES) = CCOC(=O)CCCN(CP(=O)(O)O)[C@H]([PH2]=O)[C@](CCCCS(=O)(=O)O)(O[C@@H](C[C@H](C)Cl)N(C(C)=O)C(C)=O)P(=N)(O)O.CC(C)O.CC(C)O.CC(C)O.CC(C)O.CC(C)O
spin multiplicity = 1
Kohn-Sham gap = 0.290 Eh

Atomic partial charges in e from the Löwdin method, atoms 1 to 8:
1. C -0.092
2. C -0.213
3. O -0.112
4. C -0.225
5. O -0.036
6. C -0.090
7. C -0.169
8. C -0.219